5 unconnected molecules or ions with the total composition C22H31N11O5S at a distorted geometry, computed with ωB97M-V/def2-TZVPD.

```
70
Properties=species:S:1:pos:R:3:lowdin_charge:R:1
C 4.70 5.19 -0.81 0.13
C 3.69 4.54 -0.80 -0.09
C 2.71 3.49 -0.71 -0.19
C 1.98 3.35 0.46 -0.03
C 1.06 2.32 0.56 -0.45
C 0.87 1.44 -0.49 -0.25
C 1.61 1.59 -1.65 0.05
C 2.53 2.61 -1.79 -0.20
N 3.31 2.82 -2.95 0.02
C 3.14 1.85 -4.04 -0.22
C 3.77 0.46 -3.81 -0.24
C 4.43 -0.07 -5.08 -0.11
N -0.05 0.38 -0.36 0.11
C 0.07 -0.35 0.84 -0.19
C 0.10 -1.73 0.86 -0.17
O -0.01 -2.48 -0.36 0.07
C 1.05 -2.40 -1.10 -0.35
N 2.00 -2.32 -1.75 0.20
C 0.23 -2.43 2.04 -0.01
C 0.29 -1.76 3.24 -0.06
C 0.23 -0.38 3.27 -0.07
C 0.14 0.31 2.06 -0.42
S 0.07 2.08 2.01 1.04
H 5.59 5.76 -0.82 0.02
H 2.10 4.02 1.29 0.12
H 1.44 0.88 -2.44 0.09
H 4.28 2.75 -2.65 0.12
H 2.08 1.75 -4.27 0.11
H 3.61 2.29 -4.91 0.11
H 4.43 0.46 -2.95 0.11
H 2.96 -0.23 -3.56 0.07
H 3.83 0.24 -5.94 0.07
H 5.43 0.33 -5.18 0.07
H 4.45 -1.16 -5.09 0.07
H -0.03 -0.19 -1.19 0.09
H 0.28 -3.51 2.05 0.12
H 0.39 -2.31 4.16 0.10
H 0.29 0.20 4.17 0.09
N -1.00 -1.78 -4.08 0.17
C -1.17 -0.43 -4.21 -0.65
N -1.51 0.00 -5.46 0.16
O -1.02 0.34 -3.27 0.02
H -1.11 -2.43 -4.83 0.10
H -0.75 -2.13 -3.17 0.08
H -1.63 0.99 -5.58 0.10
H -1.63 -0.61 -6.24 0.10
N -0.64 0.13 7.89 0.15
C -0.74 -0.84 6.93 -0.66
N -1.91 -1.55 6.92 0.17
O 0.15 -1.05 6.12 0.01
H -1.37 0.32 8.56 0.09
H 0.20 0.66 7.91 0.10
H -2.03 -2.24 6.20 0.07
H -2.66 -1.39 7.57 0.09
N -3.35 -5.25 3.66 0.15
C -3.50 -3.90 3.53 -0.67
N -3.95 -3.48 2.31 0.16
O -3.24 -3.12 4.43 0.02
H -3.56 -5.91 2.93 0.09
H -3.02 -5.59 4.55 0.10
H -4.07 -2.49 2.17 0.11
H -4.17 -4.10 1.55 0.09
N -2.72 1.91 -0.78 0.17
C -4.06 2.11 -0.65 -0.69
N -4.76 2.09 -1.83 0.14
O -4.61 2.29 0.43 0.01
H -2.26 1.75 -1.66 0.07
H -2.16 1.92 0.06 0.06
H -5.75 2.23 -1.77 0.09
H -4.34 1.94 -2.72 0.08
```

Results
LUMO, eV: 0.219
Gap between HOMO and LUMO, eV: 7.56
HOMO energy, eV: -7.34
Structure (SMILES): C#Cc1cc2c(cc1NCCC)Nc1c(OC#N)cccc1S2.NC(N)=O.NC(N)=O.NC(N)=O.NC(N)=O
Spin multiplicity: 1

---

2 unconnected molecules or ions with the total composition C8H14N2O2S at a distorted geometry, computed with ωB97M-V/def2-TZVPD.

```
27
Properties=species:S:1:pos:R:3:lowdin_charge:R:1
C -1.83 0.04 2.40 -0.09
N -2.13 0.87 1.53 -0.13
S -2.87 0.28 0.12 0.55
C -4.59 0.83 0.39 -0.07
O -2.35 0.94 -1.03 -0.30
O -2.64 -1.11 0.15 -0.33
H -1.38 0.45 3.38 0.11
H -1.85 -1.06 2.05 0.10
H -4.47 1.91 0.24 0.09
H -4.96 0.24 -0.36 0.03
H -4.81 0.45 1.34 0.05
N 0.04 2.69 -1.29 0.15
C 0.55 1.62 -1.07 -0.19
C 1.29 0.61 -0.72 -0.19
C 2.86 0.44 -1.05 -0.09
C 2.98 -1.16 -1.16 -0.22
C 2.14 -1.60 -0.06 -0.27
C 0.89 -0.72 -0.10 -0.18
H -0.26 2.62 -2.26 0.07
H 3.43 0.58 -0.18 0.07
H 3.34 0.90 -1.89 0.10
H 4.13 -1.33 -1.09 0.14
H 2.53 -1.48 -2.07 0.10
H 1.81 -2.75 -0.01 0.15
H 2.58 -1.44 0.98 0.12
H 0.14 -1.28 -0.83 0.15
H 0.37 -0.63 0.85 0.08
```

Results
LUMO, eV: 0.330
Gap between HOMO and LUMO, eV: 8.39
Relative energy (zero: lowest compared OMol25 entry of this formula, charge and spin), kJ/mol: 516.7
HOMO energy, eV: -8.06
Structure (SMILES): C=NS(C)(=O)=O.N=C=C1CCCC1
Spin multiplicity: 1

---

C4H4S in the gas phase at a distorted geometry, computed with ωB97M-V/def2-TZVPD.

```
9
Properties=species:S:1:pos:R:3:lowdin_charge:R:1
C -0.07 -0.57 0.35 -0.04
C 0.99 0.13 -0.25 -0.17
C 1.58 0.98 -1.13 0.05
C 2.53 0.36 -0.26 -0.80
S 3.76 -0.24 0.50 0.64
H -0.57 0.13 1.01 0.10
H 0.17 -1.52 0.78 0.09
H -0.83 -0.76 -0.35 0.08
H 1.59 1.76 -1.77 0.06
```

Results
LUMO, eV: 0.771
Gap between HOMO and LUMO, eV: 8.42
Relative energy (zero: lowest compared OMol25 entry of this formula, charge and spin), kJ/mol: 285.0
HOMO energy, eV: -7.65
Structure (SMILES): Cc1cc1=S
Spin multiplicity: 1

---

A molecular structure, C51H133CrN10O13 at a distorted geometry, computed with ωB97M-V/def2-TZVPD.

```
208
Properties=species:S:1:pos:R:3:lowdin_charge:R:1
Cr 2.96 -2.65 0.33 0.82
C -1.39 -2.31 -0.14 -0.03
C -0.97 -0.79 -0.36 -0.40
C -2.24 -0.07 0.18 -0.14
C -2.07 1.43 0.41 -0.18
C -0.92 1.60 1.37 -0.17
C 0.39 1.04 0.87 -0.40
N 0.20 -0.39 0.50 -0.13
O 1.43 -1.01 0.09 -0.32
C 1.32 1.14 2.15 -0.03
C 1.04 1.99 -0.29 0.00
C -0.82 -0.56 -1.93 0.00
H -1.40 -2.72 0.87 0.07
H -1.00 -3.06 -0.83 0.05
H -2.45 -2.41 -0.37 0.07
H -2.47 -0.43 1.18 0.11
H -3.05 -0.24 -0.53 0.12
H -3.07 1.71 0.74 0.09
H -1.96 2.05 -0.49 0.10
H -1.30 1.12 2.28 0.10
H -0.87 2.66 1.62 0.09
H 2.34 0.76 2.02 0.04
H 1.15 0.53 3.04 0.07
H 1.49 2.11 2.61 0.06
H 1.78 1.46 -0.89 0.05
H 1.38 2.95 0.09 0.08
H 0.28 2.29 -1.01 0.05
H -1.71 -0.84 -2.50 0.08
H -0.05 -1.24 -2.30 0.05
H -0.49 0.44 -2.21 0.05
C -4.37 -4.09 -3.19 -0.04
C -3.48 -4.97 -2.19 -0.38
C -4.07 -5.20 -0.74 -0.17
O -3.08 -5.39 0.27 -0.22
C -3.53 -4.82 1.53 -0.10
N -3.31 -6.22 -2.84 0.02
H -5.42 -4.34 -3.36 0.07
H -3.92 -4.10 -4.19 0.06
H -4.45 -3.02 -3.03 0.06
H -2.46 -4.61 -2.06 0.11
H -4.88 -5.93 -0.65 0.13
H -4.62 -4.30 -0.46 0.11
H -4.44 -5.28 1.91 0.09
H -3.63 -3.73 1.63 0.06
H -2.83 -5.01 2.35 0.07
H -2.92 -6.10 -3.77 0.08
H -2.55 -6.71 -2.39 0.03
C -2.66 5.75 4.12 -0.04
C -3.03 5.09 2.78 -0.41
C -1.96 5.22 1.71 -0.18
O -1.96 6.59 1.28 -0.20
C -0.83 7.10 0.55 -0.09
N -3.16 3.69 3.10 0.04
H -3.50 5.75 4.81 0.08
H -2.45 6.81 4.02 0.08
H -1.83 5.32 4.68 0.07
H -4.00 5.32 2.35 0.14
H -2.24 4.66 0.81 0.12
H -0.97 4.91 2.06 0.12
H 0.01 7.29 1.23 0.08
H -1.28 8.02 0.18 0.09
H -0.38 6.52 -0.25 0.07
H -2.25 3.25 3.08 0.05
H -3.55 3.62 4.03 0.07
C 2.60 -2.42 -3.37 -0.02
C 2.03 -3.66 -2.67 -0.38
C 1.96 -4.96 -3.56 -0.18
O 3.25 -5.48 -3.66 -0.19
C 3.42 -6.56 -4.61 -0.06
N 2.59 -3.85 -1.38 0.00
H 3.68 -2.52 -3.39 0.07
H 2.44 -1.51 -2.80 0.07
H 2.29 -2.21 -4.39 0.09
H 0.98 -3.45 -2.47 0.13
H 1.48 -4.76 -4.52 0.13
H 1.33 -5.76 -3.17 0.10
H 4.38 -7.00 -4.85 0.09
H 3.07 -6.21 -5.59 0.09
H 2.77 -7.39 -4.33 0.08
H 2.07 -4.62 -0.98 0.05
H 3.48 -4.26 -1.66 0.11
C 1.77 2.34 -3.69 -0.06
C 3.07 1.70 -4.17 -0.39
C 2.75 1.22 -5.64 -0.18
O 1.92 0.07 -5.65 -0.22
C 1.34 -0.36 -6.84 -0.11
N 4.18 2.71 -4.09 0.07
H 0.89 1.70 -3.77 0.06
H 1.63 3.27 -4.24 0.09
H 2.02 2.48 -2.64 0.05
H 3.43 0.85 -3.60 0.10
H 3.74 0.92 -5.99 0.11
H 2.36 2.02 -6.26 0.13
H 2.20 -0.98 -7.10 0.09
H 1.07 0.38 -7.61 0.09
H 0.45 -0.99 -6.75 0.09
H 4.18 3.20 -4.97 0.07
H 5.06 2.23 -3.95 0.03
C -3.80 6.61 -2.55 -0.06
C -2.44 6.33 -3.17 -0.45
C -2.45 4.95 -3.89 -0.16
O -2.45 3.87 -2.91 -0.21
C -2.03 2.65 -3.47 -0.11
N -2.11 7.36 -4.11 0.04
H -4.67 6.44 -3.18 0.09
H -3.88 7.65 -2.25 0.08
H -3.92 6.13 -1.58 0.07
H -1.62 6.30 -2.45 0.12
H -1.70 4.94 -4.68 0.12
H -3.40 4.91 -4.42 0.13
H -2.03 2.57 -4.55 0.10
H -2.56 1.86 -2.94 0.09
H -0.95 2.58 -3.30 0.05
H -1.53 6.96 -4.83 0.06
H -2.97 7.47 -4.64 0.07
C 0.47 -4.12 3.33 -0.05
C 1.28 -3.24 2.44 -0.38
C 2.31 -2.42 3.16 -0.16
O 3.37 -1.98 2.32 -0.28
C 4.43 -1.40 3.07 -0.06
N 1.84 -4.22 1.46 0.01
H 0.40 -3.91 4.40 0.09
H 0.85 -5.14 3.45 0.09
H -0.49 -4.35 2.86 0.07
H 0.71 -2.54 1.82 0.11
H 2.67 -3.03 3.99 0.14
H 1.96 -1.48 3.57 0.13
H 4.98 -2.02 3.79 0.11
H 4.34 -0.35 3.34 0.11
H 5.19 -1.17 2.32 0.07
H 2.67 -4.74 1.72 0.10
H 1.08 -4.86 1.24 0.04
C 1.70 -7.14 -0.70 -0.06
C 0.29 -6.72 -0.77 -0.41
C -0.66 -7.87 -1.23 -0.23
O -0.51 -8.15 -2.55 -0.14
C -0.12 -9.46 -2.78 -0.11
N 0.01 -6.33 0.63 0.04
H 2.42 -6.33 -0.54 0.06
H 2.01 -7.53 -1.67 0.09
H 1.84 -7.82 0.14 0.10
H 0.15 -5.75 -1.25 0.13
H -1.63 -7.48 -0.92 0.11
H -0.68 -8.67 -0.50 0.14
H -1.00 -10.12 -2.74 0.09
H 0.55 -9.92 -2.06 0.09
H 0.20 -9.63 -3.81 0.09
H -0.99 -6.17 0.61 0.06
H 0.08 -7.19 1.16 0.09
C 4.91 0.61 0.14 -0.03
C 4.72 -0.19 -1.13 -0.36
C 5.85 -0.24 -2.25 -0.20
O 5.46 -0.86 -3.43 -0.19
C 6.24 -0.38 -4.55 -0.07
N 4.54 -1.59 -0.78 0.00
H 5.82 0.39 0.70 0.08
H 4.07 0.44 0.82 0.06
H 4.94 1.68 -0.04 0.10
H 3.76 0.03 -1.62 0.12
H 6.77 -0.69 -1.88 0.14
H 6.05 0.82 -2.43 0.12
H 6.41 0.69 -4.63 0.08
H 5.85 -0.72 -5.50 0.10
H 7.26 -0.77 -4.47 0.09
H 5.49 -1.83 -0.54 0.10
H 4.62 -1.92 -1.74 0.06
C -1.83 2.38 7.02 -0.13
O -0.57 2.83 7.47 -0.19
C -0.64 3.94 8.35 -0.21
C 0.69 4.77 8.18 -0.19
N 0.74 5.53 6.90 -0.03
C 2.14 5.74 6.48 -0.22
C 2.40 6.64 5.22 -0.17
O 1.83 6.00 4.05 -0.20
C 2.30 4.73 3.76 -0.15
H -2.20 1.62 7.71 0.08
H -1.77 1.96 6.02 0.07
H -2.69 3.04 6.96 0.08
H -0.73 3.57 9.37 0.12
H -1.39 4.65 8.00 0.12
H 1.39 3.93 8.21 0.11
H 0.74 5.38 9.08 0.11
H 0.18 5.12 6.17 0.09
H 2.63 4.84 6.11 0.09
H 2.76 6.11 7.30 0.12
H 3.48 6.79 5.17 0.11
H 1.97 7.62 5.40 0.12
H 1.88 3.92 4.36 0.08
H 3.39 4.74 3.82 0.10
H 1.98 4.52 2.73 0.08
C -5.51 3.68 -0.07 -0.07
C -5.78 2.98 -1.42 -0.31
O -5.20 3.71 -2.44 -0.09
H -5.48 4.77 -0.16 0.06
H -4.55 3.47 0.41 0.04
H -6.29 3.66 0.69 0.07
H -6.82 2.78 -1.66 0.11
H -5.29 2.01 -1.43 0.10
H -4.26 3.82 -2.30 0.04
C -3.98 -1.73 4.11 -0.07
C -3.28 -0.34 4.12 -0.32
O -4.04 0.55 3.34 -0.07
H -3.40 -2.40 4.75 0.07
H -4.19 -2.18 3.14 0.05
H -4.97 -1.58 4.55 0.08
H -2.22 -0.34 3.86 0.09
H -3.28 -0.12 5.19 0.09
H -3.56 1.26 2.92 0.03
```

Results
LUMO (alpha / beta), eV: -2.217 / -2.561
Gap between HOMO and LUMO (alpha / beta), eV: 6.25 / 5.92
HOMO energy (alpha / beta), eV: -8.46 / -8.48
Total charge: +1
Spin multiplicity: 5

---

C6H10 in the gas phase, computed with ωB97M-V/def2-TZVPD.

```
16
Properties=species:S:1:pos:R:3:lowdin_charge:R:1
C -0.51 0.79 1.65 -0.07
C 0.46 0.01 0.77 -0.32
C -0.04 -1.31 0.11 -0.12
C 0.29 -0.77 -1.27 -0.23
C -0.41 0.52 -1.53 -0.09
C 0.79 0.52 -0.64 -0.20
H -0.74 0.22 2.56 0.08
H -0.08 1.75 1.95 0.08
H -1.45 0.99 1.13 0.07
H 1.39 -0.17 1.32 0.13
H 0.58 -2.17 0.40 0.11
H -1.10 -1.56 0.25 0.11
H 0.74 -1.33 -2.09 0.13
H -1.41 0.66 -1.12 0.10
H -0.26 0.97 -2.51 0.10
H 1.75 0.86 -0.99 0.13
```

Results
LUMO, eV: 1.253
Gap between HOMO and LUMO, eV: 10.54
Relative energy (zero: lowest compared OMol25 entry of this formula, charge and spin), kJ/mol: 135.8
HOMO energy, eV: -9.29
Structure (SMILES): C[C@H]1C[C@H]2C[C@H]21
Spin multiplicity: 1

---

A molecular structure, C30H28ClGeN3O8PtS, computed with ωB97M-V/def2-TZVPD.

```
73
Properties=species:S:1:pos:R:3:lowdin_charge:R:1
Pt -0.24 0.07 -0.35 0.80
O -5.86 4.88 -0.20 0.05
C -4.53 4.71 0.06 -0.48
O -3.95 5.55 0.68 0.13
C -3.91 3.47 -0.48 -0.06
C -4.31 2.72 -1.58 -0.56
Cl -5.76 2.82 -2.52 0.74
N -3.40 1.76 -1.80 -0.06
N -2.43 1.84 -0.88 0.10
C -2.70 2.82 -0.06 -0.09
C -1.78 2.84 1.18 -0.62
O -2.13 3.56 2.12 0.01
O -0.83 2.03 1.10 -0.13
C -3.20 0.75 -2.79 -0.16
C -2.58 -0.46 -2.39 -0.25
C -2.35 -1.36 -3.44 -0.07
C -2.70 -1.12 -4.75 -0.12
C -3.30 0.09 -5.10 -0.13
C -3.53 1.02 -4.11 -0.07
H -6.20 4.12 -0.69 0.01
H -2.01 -1.90 -0.97 0.03
H -1.85 -2.29 -3.18 0.11
H -2.48 -1.86 -5.51 0.09
H -3.56 0.31 -6.13 0.08
H -3.95 1.99 -4.36 0.08
C 2.29 -3.88 -0.60 -0.03
C 1.17 -2.99 -0.11 -0.40
O 0.64 -2.23 -0.90 -0.02
C 0.70 -3.15 1.30 -0.14
C -0.19 -2.25 1.88 -0.02
C -0.61 -2.41 3.19 -0.06
C -0.17 -3.50 3.93 -0.09
C 0.71 -4.42 3.36 -0.10
C 1.15 -4.24 2.06 -0.04
H 2.63 -3.49 -1.55 0.09
H 1.91 -4.90 -0.74 0.08
H 3.12 -3.90 0.11 0.07
H -0.52 -1.38 1.33 0.06
H -1.25 -1.66 3.63 0.11
H -0.48 -3.62 4.96 0.09
H 1.06 -5.26 3.94 0.09
H 1.84 -4.94 1.64 0.10
O 3.06 -1.30 0.61 0.00
C 2.70 -0.53 1.51 -0.53
N 1.65 0.32 1.47 -0.08
S 1.49 1.12 2.90 0.61
O 1.72 2.52 2.76 -0.30
O 0.34 0.65 3.63 -0.31
C 2.91 0.40 3.69 -0.21
C 3.42 0.60 4.96 -0.04
C 4.52 -0.15 5.33 -0.10
C 5.09 -1.07 4.44 -0.10
C 4.56 -1.26 3.17 -0.02
C 3.46 -0.50 2.81 -0.13
H 2.97 1.32 5.63 0.11
H 4.96 -0.02 6.31 0.09
H 5.95 -1.65 4.76 0.09
H 4.98 -1.97 2.47 0.11
C 0.45 3.21 -2.19 -0.28
Ge 0.87 1.27 -2.16 0.65
C 0.49 0.70 -4.02 -0.28
C 2.86 1.24 -2.11 -0.29
C -2.16 -0.82 -1.03 -0.24
H 1.09 3.72 -2.92 0.00
H 0.61 3.64 -1.20 0.01
H -0.59 3.37 -2.46 -0.01
H 1.17 1.21 -4.71 0.00
H -0.54 0.94 -4.30 -0.01
H 0.62 -0.38 -4.13 0.00
H 3.26 1.79 -2.96 -0.01
H 3.23 0.22 -2.13 -0.01
H 3.21 1.71 -1.18 0.00
H -2.81 -0.46 -0.24 0.04
```

Results
LUMO (alpha / beta), eV: 4.068 / 4.062
Gap between HOMO and LUMO (alpha / beta), eV: 4.33 / 6.47
HOMO energy (alpha / beta), eV: -0.26 / -2.40
Total charge: -2
Spin multiplicity: 3

---

2 unconnected molecules or ions with the total composition C7H11ClN4O at a distorted geometry, computed with ωB97M-V/def2-TZVPD.

```
24
Properties=species:S:1:pos:R:3:lowdin_charge:R:1
C -3.78 -1.12 -0.91 -0.02
C -2.42 -1.25 -0.82 -0.03
C -4.04 -0.24 0.16 -0.78
C -0.86 -0.66 1.10 -0.27
C 0.96 1.96 0.23 -0.18
C 2.27 -1.29 -0.54 0.01
C 3.54 0.63 -0.04 -0.01
N -2.96 0.14 0.74 0.05
N -1.95 -0.49 0.20 -0.09
N 1.07 0.66 -0.25 -0.08
N 2.20 -0.02 -0.23 -0.28
O -0.19 -1.64 1.25 0.06
Cl -5.54 0.44 0.59 0.69
H -4.43 -1.38 -1.61 0.06
H -1.77 -1.78 -1.37 0.09
H 1.83 2.24 0.91 0.09
H 1.02 2.72 -0.49 0.04
H -0.11 2.11 0.59 0.09
H -0.88 0.17 1.86 0.14
H 1.29 -1.96 -0.54 0.11
H 3.20 -1.72 -0.66 0.03
H 4.24 0.18 -0.84 0.13
H 3.45 1.61 -0.38 0.04
H 3.85 0.69 1.04 0.11
```

Results
LUMO, eV: 0.703
Gap between HOMO and LUMO, eV: 8.12
Relative energy (zero: lowest compared OMol25 entry of this formula, charge and spin), kJ/mol: 159.5
HOMO energy, eV: -7.42
Spin multiplicity: 1

---

2 unconnected molecules or ions with the total composition C2H3BrO2 at a distorted geometry, computed with ωB97M-V/def2-TZVPD.

```
8
Properties=species:S:1:pos:R:3:lowdin_charge:R:1
C 0.21 -0.97 0.38 -0.40
C -0.09 0.16 -0.50 0.13
O -0.29 -2.26 0.05 0.01
O 1.06 -1.91 -0.28 0.01
Br -3.73 0.00 0.19 0.00
H 0.25 -0.65 1.34 0.11
H 0.12 -0.11 -1.49 0.06
H -0.02 1.18 -0.01 0.09
```

Results
LUMO (alpha / beta), eV: -1.330 / -3.602
Gap between HOMO and LUMO (alpha / beta), eV: 9.18 / 6.05
Relative energy (zero: lowest compared OMol25 entry of this formula, charge and spin), kJ/mol: 701.5
HOMO energy (alpha / beta), eV: -10.51 / -9.65
Spin multiplicity: 1